[1]
Computed, not measured: a structure of composition C38H44BrLiN4OSSi, with ωB97M-V with the def2-TZVPD basis set.

Summary:
* Kohn-Sham gap: 4.3 eV
* LUMO: 3.8644 eV
* highest occupied orbital energy: -0.43 eV
* DFT total energy: -5037.91870 hartree
* relative energy (zero: lowest compared OMol25 entry of this formula, charge and spin): 0.0 kcal/mol

```
! wB97M-V def2-TZVPD RIJCOSX def2/J DEFGRID3
* xyz -2 1
Li 1.49 2.14 -0.10
Br 3.66 -3.40 4.16
C 3.54 -1.82 3.07
C 4.53 -1.58 2.11
C 4.41 -0.49 1.28
C 3.28 0.42 1.32
O 3.19 1.37 0.51
C 2.31 0.13 2.36
C 1.12 0.95 2.55
N 0.90 2.02 1.92
C -0.29 2.82 2.20
C -0.54 3.13 3.66
C -1.21 4.26 4.01
C -1.52 5.30 3.11
C -0.92 5.27 1.84
C -0.92 6.35 0.93
C -0.17 6.30 -0.23
C 0.59 5.17 -0.50
N 0.55 4.10 0.30
C -0.18 4.13 1.40
C 2.46 -0.98 3.19
H 5.38 -2.24 2.03
H 5.16 -0.29 0.53
H 0.42 0.58 3.32
H -0.28 2.37 4.39
H -1.48 4.39 5.06
H -2.07 6.18 3.44
H -1.51 7.24 1.17
H -0.16 7.13 -0.92
H 1.22 5.09 -1.38
H 1.71 -1.17 3.95
C 1.25 1.59 -2.10
C 1.15 1.55 -3.33
C 1.04 1.52 -4.74
C 0.77 0.34 -5.45
C 0.64 0.33 -6.83
C 0.78 1.50 -7.56
C 1.05 2.68 -6.89
C 1.18 2.70 -5.51
H 0.65 -0.58 -4.88
H 0.43 -0.61 -7.34
H 0.68 1.49 -8.64
H 1.16 3.61 -7.44
H 1.39 3.62 -4.98
C -4.21 1.04 -1.19
Si -4.20 1.25 0.67
C -4.83 -0.36 1.43
C -5.39 2.63 1.16
C -2.57 1.70 1.29
C -1.51 2.14 1.68
H -5.20 0.79 -1.57
H -3.51 0.26 -1.48
H -3.88 1.96 -1.68
H -5.87 -0.55 1.15
H -4.77 -0.32 2.52
H -4.22 -1.20 1.10
H -6.43 2.40 0.91
H -5.11 3.56 0.67
H -5.33 2.81 2.24
C 1.37 -4.86 -2.41
C 2.74 -4.66 -1.76
C 3.24 -3.21 -1.74
C 2.59 -2.30 -0.70
N 1.18 -2.06 -0.96
C 0.24 -1.87 -0.01
S -1.14 -1.01 -0.34
N 0.51 -2.38 1.25
C 0.59 -3.82 1.45
C -0.75 -4.55 1.35
C -1.64 -4.45 2.59
C -2.14 -3.04 2.93
H 1.13 -5.93 -2.47
H 1.36 -4.45 -3.42
H 0.58 -4.38 -1.84
H 3.47 -5.27 -2.31
H 2.72 -5.05 -0.74
H 3.11 -2.77 -2.73
H 4.31 -3.22 -1.52
H 3.11 -1.33 -0.70
H 2.71 -2.70 0.30
H 0.98 -1.51 -1.79
H -0.12 -1.94 1.91
H 1.05 -4.00 2.43
H 1.27 -4.23 0.70
H -0.55 -5.61 1.16
H -1.29 -4.15 0.48
H -1.09 -4.85 3.45
H -2.50 -5.10 2.43
H -1.39 -2.45 3.46
H -3.02 -3.09 3.58
H -2.43 -2.49 2.03
*
```

[2]
Computed, not measured: a cluster of 6 separate species, C38H44F5NO3P in total in a non-equilibrium geometry, with ωB97M-V with the def2-TZVPD basis set.

Summary:
* Kohn-Sham gap: 8.2 eV
* LUMO: -2.2969 eV
* highest occupied orbital energy: -10.53 eV
* DFT total energy: -2595.34850 hartree

```
! wB97M-V def2-TZVPD RIJCOSX def2/J DEFGRID3
* xyz 1 1
C 0.76 1.28 1.72
P 0.14 0.59 0.18
N -1.42 1.09 -0.12
C 0.21 -1.17 0.39
C -0.40 -2.11 -0.68
C -1.78 -1.72 -1.23
C -2.51 -2.91 -1.88
O -3.88 -3.00 -1.51
C 1.15 1.24 -1.18
C 1.89 0.24 -2.10
C 1.35 0.32 -3.51
O 1.96 0.83 -4.43
O 0.06 -0.13 -3.65
H 1.17 0.48 2.33
H -0.08 1.72 2.27
H 1.55 2.01 1.55
H -1.97 1.13 0.74
H -1.43 2.03 -0.51
H 1.28 -1.38 0.50
H -0.23 -1.39 1.36
H 0.30 -2.26 -1.51
H -0.49 -3.09 -0.20
H -1.66 -0.93 -1.97
H -2.42 -1.35 -0.42
H -2.05 -3.85 -1.57
H -2.45 -2.83 -2.97
H -4.28 -2.12 -1.57
H 1.90 1.88 -0.70
H 0.51 1.91 -1.76
H 2.94 0.52 -2.16
H 1.83 -0.79 -1.74
H 0.04 -1.07 -3.83
F 3.61 0.45 2.11
C 4.34 -0.54 2.71
C 3.74 -1.29 3.70
C 4.48 -2.30 4.30
C 5.79 -2.54 3.90
C 6.36 -1.76 2.91
C 5.64 -0.75 2.29
H 2.72 -1.08 4.00
H 4.03 -2.91 5.07
H 6.36 -3.32 4.37
H 7.39 -1.94 2.60
H 6.07 -0.13 1.51
F -4.22 1.32 -1.61
C -4.98 0.64 -2.51
C -4.47 0.42 -3.77
C -5.24 -0.29 -4.68
C -6.50 -0.75 -4.32
C -6.99 -0.51 -3.04
C -6.22 0.19 -2.12
H -3.49 0.80 -4.03
H -4.86 -0.48 -5.68
H -7.10 -1.30 -5.03
H -7.97 -0.87 -2.76
H -6.58 0.39 -1.12
F 0.53 1.05 4.67
C 0.75 2.02 5.61
C -0.10 2.10 6.69
C 0.13 3.09 7.63
C 1.20 3.97 7.48
C 2.04 3.85 6.38
C 1.82 2.87 5.43
H -0.93 1.41 6.78
H -0.52 3.17 8.49
H 1.37 4.74 8.22
H 2.87 4.54 6.26
H 2.47 2.75 4.57
F 0.41 5.63 -8.78
C 1.35 4.79 -8.32
C 1.05 3.96 -7.26
C 2.03 3.09 -6.79
C 3.28 3.07 -7.39
C 3.56 3.91 -8.45
C 2.59 4.78 -8.93
H 0.07 4.00 -6.81
H 1.81 2.43 -5.96
H 4.04 2.39 -7.02
H 4.54 3.90 -8.92
H 2.78 5.44 -9.76
F 0.48 -3.08 3.34
C -0.73 -3.62 3.66
C -1.03 -4.89 3.22
C -2.27 -5.42 3.54
C -3.18 -4.68 4.28
C -2.85 -3.40 4.71
C -1.61 -2.85 4.40
H -0.30 -5.45 2.65
H -2.52 -6.42 3.22
H -4.15 -5.09 4.53
H -3.56 -2.82 5.28
H -1.33 -1.86 4.73
*
```

[3]
Computed, not measured: a cluster of 5 separate species, C38H45ClFN3O7PS2 in total in a non-equilibrium geometry, with ωB97M-V with the def2-TZVPD basis set.

Summary:
* Kohn-Sham gap: 7.0 eV
* LUMO: -3.4274 eV
* highest occupied orbital energy: -10.43 eV
* DFT total energy: -3863.52335 hartree

```
! wB97M-V def2-TZVPD RIJCOSX def2/J DEFGRID3
* xyz 1 1
C 0.68 -0.85 -1.03
C 1.84 0.08 -0.72
C 1.49 1.56 -0.85
O 1.27 1.86 -2.24
C 0.19 2.60 -2.53
O 0.23 3.57 -3.21
C -1.14 2.08 -1.99
S -2.19 1.72 -3.39
N -3.26 0.59 -2.60
N -2.95 0.06 -1.39
C -3.92 -0.78 -1.09
C -3.86 -1.61 0.14
C -3.34 -3.02 -0.22
C -2.65 -3.69 0.95
Cl -1.42 -4.82 0.34
N -4.88 -0.78 -2.11
P -6.36 -1.85 -2.18
O -7.41 -0.86 -2.91
O -6.80 -1.70 -0.64
C -4.41 0.10 -3.04
C -5.03 0.44 -4.35
C -4.41 -0.44 -5.41
O -4.62 -1.59 -5.48
F -3.58 0.19 -6.23
O 2.50 -0.15 0.54
C 1.66 -0.61 1.53
O 1.58 -1.77 1.75
C 0.91 0.38 2.40
S -0.82 0.59 1.88
H 0.91 -1.87 -0.75
H 0.53 -0.85 -2.11
H -0.26 -0.54 -0.57
H 2.59 -0.11 -1.49
H 2.35 2.14 -0.52
H 0.64 1.84 -0.22
H -1.57 2.84 -1.35
H -0.98 1.19 -1.39
H -4.82 -1.66 0.65
H -3.13 -1.12 0.78
H -4.16 -3.62 -0.62
H -2.62 -2.91 -1.03
H -2.16 -2.98 1.60
H -3.36 -4.29 1.52
H -7.72 -0.13 -2.34
H -6.70 -0.81 -0.27
H -4.93 1.50 -4.57
H -6.09 0.21 -4.36
H 0.90 -0.08 3.39
H 1.43 1.32 2.50
H -0.96 1.88 2.17
C 5.62 2.00 5.13
C 5.06 0.74 4.95
C 4.34 0.46 3.81
C 4.18 1.44 2.83
C 4.74 2.69 3.01
C 5.46 2.97 4.16
H 6.19 2.21 6.03
H 5.19 -0.02 5.71
H 3.89 -0.52 3.67
H 3.61 1.21 1.94
H 4.62 3.46 2.25
H 5.90 3.95 4.30
C -1.96 2.86 -7.85
C -1.19 3.37 -6.81
C -0.50 4.56 -6.98
C -0.59 5.25 -8.18
C -1.37 4.75 -9.21
C -2.05 3.55 -9.05
H -2.49 1.93 -7.72
H -1.11 2.84 -5.87
H 0.11 4.95 -6.17
H -0.06 6.19 -8.30
H -1.44 5.29 -10.14
H -2.65 3.15 -9.86
C -3.01 -10.34 -0.52
C -2.27 -9.17 -0.39
C -2.92 -7.95 -0.26
C -4.31 -7.91 -0.24
C -5.05 -9.08 -0.36
C -4.40 -10.29 -0.50
H -2.50 -11.29 -0.62
H -1.19 -9.21 -0.40
H -2.36 -7.03 -0.16
H -4.82 -6.96 -0.13
H -6.13 -9.04 -0.34
H -4.97 -11.21 -0.60
C 7.50 4.55 7.75
C 7.99 3.44 8.43
C 8.91 3.60 9.46
C 9.32 4.88 9.82
C 8.83 5.99 9.14
C 7.92 5.82 8.11
H 6.79 4.42 6.95
H 7.66 2.45 8.15
H 9.30 2.74 9.98
H 10.03 5.01 10.62
H 9.15 6.98 9.43
H 7.54 6.69 7.58
*
```

Repeat the second record exactly.
Computed, not measured: a cluster of 6 separate species, C38H44F5NO3P in total in a non-equilibrium geometry, with ωB97M-V with the def2-TZVPD basis set.

Summary:
* Kohn-Sham gap: 8.2 eV
* LUMO: -2.2969 eV
* highest occupied orbital energy: -10.53 eV
* DFT total energy: -2595.34850 hartree

```
! wB97M-V def2-TZVPD RIJCOSX def2/J DEFGRID3
* xyz 1 1
C 0.76 1.28 1.72
P 0.14 0.59 0.18
N -1.42 1.09 -0.12
C 0.21 -1.17 0.39
C -0.40 -2.11 -0.68
C -1.78 -1.72 -1.23
C -2.51 -2.91 -1.88
O -3.88 -3.00 -1.51
C 1.15 1.24 -1.18
C 1.89 0.24 -2.10
C 1.35 0.32 -3.51
O 1.96 0.83 -4.43
O 0.06 -0.13 -3.65
H 1.17 0.48 2.33
H -0.08 1.72 2.27
H 1.55 2.01 1.55
H -1.97 1.13 0.74
H -1.43 2.03 -0.51
H 1.28 -1.38 0.50
H -0.23 -1.39 1.36
H 0.30 -2.26 -1.51
H -0.49 -3.09 -0.20
H -1.66 -0.93 -1.97
H -2.42 -1.35 -0.42
H -2.05 -3.85 -1.57
H -2.45 -2.83 -2.97
H -4.28 -2.12 -1.57
H 1.90 1.88 -0.70
H 0.51 1.91 -1.76
H 2.94 0.52 -2.16
H 1.83 -0.79 -1.74
H 0.04 -1.07 -3.83
F 3.61 0.45 2.11
C 4.34 -0.54 2.71
C 3.74 -1.29 3.70
C 4.48 -2.30 4.30
C 5.79 -2.54 3.90
C 6.36 -1.76 2.91
C 5.64 -0.75 2.29
H 2.72 -1.08 4.00
H 4.03 -2.91 5.07
H 6.36 -3.32 4.37
H 7.39 -1.94 2.60
H 6.07 -0.13 1.51
F -4.22 1.32 -1.61
C -4.98 0.64 -2.51
C -4.47 0.42 -3.77
C -5.24 -0.29 -4.68
C -6.50 -0.75 -4.32
C -6.99 -0.51 -3.04
C -6.22 0.19 -2.12
H -3.49 0.80 -4.03
H -4.86 -0.48 -5.68
H -7.10 -1.30 -5.03
H -7.97 -0.87 -2.76
H -6.58 0.39 -1.12
F 0.53 1.05 4.67
C 0.75 2.02 5.61
C -0.10 2.10 6.69
C 0.13 3.09 7.63
C 1.20 3.97 7.48
C 2.04 3.85 6.38
C 1.82 2.87 5.43
H -0.93 1.41 6.78
H -0.52 3.17 8.49
H 1.37 4.74 8.22
H 2.87 4.54 6.26
H 2.47 2.75 4.57
F 0.41 5.63 -8.78
C 1.35 4.79 -8.32
C 1.05 3.96 -7.26
C 2.03 3.09 -6.79
C 3.28 3.07 -7.39
C 3.56 3.91 -8.45
C 2.59 4.78 -8.93
H 0.07 4.00 -6.81
H 1.81 2.43 -5.96
H 4.04 2.39 -7.02
H 4.54 3.90 -8.92
H 2.78 5.44 -9.76
F 0.48 -3.08 3.34
C -0.73 -3.62 3.66
C -1.03 -4.89 3.22
C -2.27 -5.42 3.54
C -3.18 -4.68 4.28
C -2.85 -3.40 4.71
C -1.61 -2.85 4.40
H -0.30 -5.45 2.65
H -2.52 -6.42 3.22
H -4.15 -5.09 4.53
H -3.56 -2.82 5.28
H -1.33 -1.86 4.73
*
```